C3H11N5 | ωB97M-V/def2-TZVPD

Geometry (Å):
C 2.6514 -0.3338 -0.6401
N 1.2447 0.0108 -0.7161
C 0.5442 0.1829 0.3498
N 0.9864 0.0722 1.6394
N -0.8106 0.5117 0.2934
N -1.5900 0.3099 1.4958
C -1.4995 0.5659 -1.0006
N -1.9847 -0.6850 -1.5781
H 2.9400 -0.8337 -1.5706
H 2.8913 -1.0307 0.1678
H 3.2641 0.5671 -0.5429
H 0.2224 -0.2732 2.2133
H 1.8268 -0.4696 1.7637
H -1.3763 1.0942 2.1210
H -2.5831 0.4261 1.2768
H -0.8698 1.0765 -1.7397
H -2.3710 1.2226 -0.8857
H -1.1385 -1.1889 -1.8522
H -2.3480 -1.2249 -0.7949

Forces on atoms 1 to 2 (eV/Å):
C -0.450 0.195 -0.124
N -0.907 0.187 0.045

The value obtained for the HOMO-LUMO gap is 8.863 eV. As for the charge: 0. As for the HOMO energy: -8.01 eV. The structure (SMILES) is C/N=C(\N)N(N)CN.

C3H11NO | ωB97M-V/def2-TZVPD

Geometry (Å):
C 2.1919 0.7723 0.2012
C 1.0807 -0.2568 0.1179
C -0.2063 0.3015 -0.4800
N -1.1427 -0.7595 -0.8553
H 1.8482 1.6578 0.7274
H 2.5472 1.0832 -0.7795
H 3.0401 0.4204 0.7881
H 1.3957 -1.0505 -0.5577
H 0.8528 -0.7469 1.0714
H -0.0028 0.9151 -1.3597
H -0.6924 0.9588 0.2376
H -1.5325 -0.6778 -1.7856
H -0.7506 -1.6913 -0.8034
O -3.2574 -0.4033 1.1709
H -2.7982 0.1976 1.7613
H -2.5736 -0.7209 0.5454

Forces on atoms 1 to 2 (eV/Å):
C 0.007 0.152 0.634
C -0.211 -0.239 -0.601

The value obtained for the HOMO-LUMO gap is 10.681 eV. As for the charge: 0. As for the HOMO energy: -9.68 eV. The structure (SMILES) is CCCN.O.

C3H11NO | ωB97M-V/def2-TZVPD

Geometry (Å):
C -1.0057 -1.3649 -0.8760
N -1.2661 0.0552 -0.7998
C -2.4533 0.3214 0.0010
H -0.5159 -1.8140 -0.0113
H -0.3654 -1.6176 -1.7305
H -1.9240 -1.8886 -1.0606
H -0.4926 0.4925 -0.3039
H -2.4893 1.3694 0.2665
H -3.3773 0.0890 -0.5467
H -2.4672 -0.2489 0.9502
C 2.7119 0.8322 1.0595
O 2.5934 1.0484 -0.3574
H 2.4777 1.7968 1.5084
H 3.7308 0.5598 1.3163
H 1.9430 0.1321 1.3773
H 2.8999 0.2372 -0.7928

Forces on atoms 1 to 2 (eV/Å):
C 0.711 -0.362 -0.807
N 0.065 0.231 0.572

The value obtained for the HOMO-LUMO gap is 9.656 eV. As for the charge: 0. As for the HOMO energy: -8.84 eV. The structure (SMILES) is CNC.CO.

C3H11NO | ωB97M-V/def2-TZVPD

Geometry (Å):
C 1.4388 0.2862 0.2376
N 0.1992 -0.3179 0.7625
C -0.0498 -0.0282 2.2114
H 1.7297 -0.0873 -0.7091
H 2.2450 0.2617 1.0291
H 1.1663 1.3145 0.0260
H 0.1588 -1.3507 0.5957
H 0.8881 -0.3878 2.6614
H -0.1909 1.0146 2.3745
H -0.9059 -0.5996 2.5515
C -1.0038 0.2285 -2.2947
O -1.6947 -0.9261 -1.5445
H -0.0910 0.5344 -1.8636
H -1.8200 1.1081 -2.2636
H -0.7044 -0.3596 -3.1451
H -1.3654 -0.6908 -0.6291

Forces on atoms 1 to 2 (eV/Å):
C -0.882 0.591 2.197
N -0.822 -1.121 -0.466

The value obtained for the HOMO-LUMO gap is 10.060 eV. As for the charge: 0. As for the HOMO energy: -9.13 eV. The structure (SMILES) is CNC.CO.

C3H11NO2 | ωB97M-V/def2-TZVPD

Geometry (Å):
C -0.9214 -0.9885 -1.2519
N -1.1373 0.2669 -0.5400
C 0.0160 0.8524 0.1131
C -0.4105 1.1612 1.7095
O -0.3133 0.0630 2.5441
H -1.2009 -1.9042 -0.5380
H 0.1678 -1.1834 -1.3962
H -1.4421 -1.2169 -2.2004
H -2.0316 0.7087 -0.3912
H 0.9171 0.1655 0.0705
H 0.0709 1.9322 -0.2411
H 0.3619 1.8485 2.2317
H -1.4216 1.4951 1.6961
H -1.0107 -0.5767 2.2987
H 3.2165 -1.5308 -1.6960
H 2.2174 -0.2547 -1.3395
O 2.9219 -0.8383 -1.0693

Forces on atoms 1 to 2 (eV/Å):
C -0.332 -2.332 2.020
N 1.122 -0.785 -0.764

The value obtained for the HOMO-LUMO gap (alpha / beta) is 2.460 / 8.252 eV. As for the charge: -1. As for the HOMO energy (alpha / beta): 1.16 / -4.68 eV. Its multiplicity is 2. Its expectation value of S² is 0.750.

C3H11NO2 | ωB97M-V/def2-TZVPD

Geometry (Å):
C -1.0918 -2.2033 -0.2736
C -0.1663 -1.2443 0.5014
O 0.9839 -0.9286 -0.3062
C -0.8532 0.0010 0.9735
N -0.0277 0.8903 1.7979
H -1.5361 -2.8566 0.4752
H -0.5772 -2.7585 -1.0541
H -1.9115 -1.7147 -0.8047
H 0.1737 -1.8683 1.3379
H 1.6013 -0.6462 0.3652
H -1.7777 -0.1902 1.5247
H -1.1547 0.5956 0.1077
H 0.4507 0.4510 2.5721
H 0.5401 1.4935 1.2135
O 0.9302 2.8071 -2.1873
H 0.9688 3.7582 -2.0681
H 0.4836 2.7393 -3.0307

Forces on atoms 1 to 2 (eV/Å):
C -0.273 0.622 0.019
C -0.080 -1.433 -1.040

The value obtained for the HOMO-LUMO gap is 9.918 eV. As for the charge: 0. As for the HOMO energy: -9.06 eV. The structure (SMILES) is C[C@@H](O)CN.O.

C3H11NO2 | ωB97M-V/def2-TZVPD

Geometry (Å):
C -0.5790 1.4422 -1.2422
C 0.2303 1.2710 0.0932
C 0.9727 0.1164 1.4995
N -0.1215 -0.0214 0.7646
H -0.0725 2.0029 -2.0612
H -0.5391 0.3384 -1.4189
H -1.6282 1.8357 -1.2089
H 0.1688 2.1355 0.7720
H 1.2553 1.2564 -0.1459
H 0.9607 0.4874 2.5883
H 1.9618 -0.3272 1.3094
H -1.5082 -1.6956 0.7071
H -2.8150 -2.4871 0.4776
O -2.0057 -2.5841 0.9321
H 0.8480 -0.8214 -0.4404
H 1.3288 -1.8929 -1.5164
O 1.5429 -1.0562 -1.1099

Forces on atoms 1 to 2 (eV/Å):
C 0.055 -1.454 0.004
C -1.109 2.356 -0.275

The value obtained for the HOMO-LUMO gap is 7.675 eV. As for the charge: 0. As for the HOMO energy: -8.72 eV.

C3H11NO3 | ωB97M-V/def2-TZVPD

Geometry (Å):
C -0.8505 3.2295 1.9506
C 0.1895 2.4897 1.0973
C -0.0626 0.9938 1.0427
N -0.2897 0.3288 2.2267
O -0.1910 0.4077 -0.0085
H -1.8486 3.0582 1.5450
H -0.6182 4.2980 1.8852
H -0.8216 2.8998 2.9803
H 0.2496 2.7862 0.0528
H 1.1391 2.6573 1.5895
H -0.2570 0.7595 3.1302
H -0.1846 -0.6630 2.0952
O -1.1226 -2.7250 -2.8656
H -1.4305 -3.5673 -3.2289
H -0.2258 -2.6797 -3.2233
O 2.0908 -3.5073 -2.4012
H 1.4928 -3.3157 -1.6631
H 2.2927 -2.6089 -2.6912

Forces on atoms 1 to 2 (eV/Å):
C 0.079 0.239 -1.133
C -0.136 -0.639 0.596

The value obtained for the HOMO-LUMO gap is 10.498 eV. As for the charge: 0. As for the HOMO energy: -9.76 eV. The structure (SMILES) is CCC(N)=O.O.O.

C3H11NO3 | ωB97M-V/def2-TZVPD

Geometry (Å):
C -0.9696 0.4058 -0.8307
N -0.3631 -0.7387 -0.2409
C -1.2699 -1.7759 0.3033
C 0.8723 -1.2413 -0.4928
O 1.6811 -0.6791 -1.2109
H -0.1890 1.0445 -1.2187
H -1.5814 0.9969 -0.1606
H -1.6141 0.1641 -1.6915
H -2.2951 -1.6059 -0.0502
H -1.3061 -1.6520 1.3872
H -1.0880 -2.7544 -0.1136
H 1.1199 -2.1792 0.0139
O -0.7330 3.0592 -0.3851
H -0.5732 3.5430 0.4266
H 0.0871 3.1431 -0.8849
O 0.9433 0.1353 2.3630
H 1.1764 -0.4913 1.6614
H 1.5562 0.8456 2.1432

Forces on atoms 1 to 2 (eV/Å):
C 0.089 0.431 -1.275
N -0.736 -2.961 0.743

The value obtained for the HOMO-LUMO gap is 9.826 eV. As for the charge: 0. As for the HOMO energy: -9.27 eV. The structure (SMILES) is CN(C)C=O.O.O.

C3H11NO3 | ωB97M-V/def2-TZVPD

Geometry (Å):
C -0.5344 1.7116 -1.7996
N -0.4713 1.5798 -0.3542
C 0.2414 2.5764 0.4348
C -0.9359 0.3495 0.0794
O -1.5175 -0.4050 -0.6619
H -1.2201 1.0976 -2.3900
H 0.3568 1.3410 -2.3261
H -0.7159 2.7325 -2.1530
H -0.4531 3.3654 0.6784
H 0.9551 3.0616 -0.2065
H 0.7127 2.0855 1.2896
H -0.5566 0.1439 1.0948
O 0.3461 -2.0031 3.2124
H 0.6811 -2.6806 2.6215
H -0.2491 -1.5804 2.5809
O 0.9356 -4.3022 -0.4090
H 0.5410 -4.6951 -1.1911
H 1.8841 -4.3786 -0.5005

Forces on atoms 1 to 2 (eV/Å):
C 0.434 0.584 -1.775
N -0.823 -1.495 -1.023

The value obtained for the HOMO-LUMO gap is 9.977 eV. As for the charge: 0. As for the HOMO energy: -9.28 eV. The structure (SMILES) is CN(C)C=O.O.O.